(1)
{"formula": "C11H44CsN22O11", "method": "wB97M-V/def2-TZVPD", "charge": 1, "energy_ev": -67977.4544, "max_force_ev_per_a": 7.774, "molar_mass_g_mol": 793.521, "gap_ev": 8.04, "species": ["N", "H", "H", "H", "H", "N", "H", "H", "O", "O", "H", "N", "H", "H", "N", "N", "N", "H", "H", "C", "H", "C", "H", "N", "C", "H", "N", "H", "H", "O", "H", "N", "H", "N", "H", "H", "H", "H", "C", "N", "H", "O", "H", "N", "N", "C", "H", "H", "N", "N", "C", "N", "H", "H", "O", "N", "C", "N", "C", "O", "Cs", "H", "O", "N", "H", "H", "C", "H", "O", "H", "H", "H", "H", "O", "N", "H", "H", "H", "N", "H", "C", "H", "O", "N", "C", "O", "H", "H", "H"], "positions_angstrom": [[3.450, -2.369, 2.305], [3.939, 2.417, 4.164], [1.433, -3.094, -0.197], [-5.287, -2.972, -2.308], [-2.781, 2.372, 0.918], [-3.305, 3.181, -2.093], [-0.249, -0.203, -5.072], [5.236, -3.302, 2.669], [0.584, -2.759, 1.507], [4.260, -0.514, 3.143], [-4.150, 2.310, -0.004], [2.307, 0.160, 5.463], [-4.724, -0.222, -3.333], [5.021, 2.336, -0.678], [2.606, 3.680, 2.203], [-0.931, -3.413, 3.055], [3.933, 0.403, -0.833], [1.418, -0.316, 5.507], [-1.001, -0.764, 4.725], [-2.556, 2.964, -1.045], [2.054, 2.977, 2.674], [-3.530, -2.289, -1.783], [3.489, 3.504, 1.746], [0.139, 0.592, -4.584], [2.437, 1.251, 4.725], [3.115, -0.311, 5.846], [3.631, 1.794, 4.898], [1.134, 2.035, -3.174], [3.472, -0.480, -1.001], [-2.906, -1.328, -1.364], [3.443, -3.309, 1.934], [5.489, -2.342, 2.855], [-0.182, 4.018, 1.090], [-4.211, 0.034, -4.165], [1.139, 0.732, -4.611], [-2.083, -3.455, -1.829], [-3.914, 0.025, 3.094], [-4.011, 0.275, -7.184], [-0.607, 1.482, -4.018], [1.871, -3.049, -1.105], [2.556, -1.904, 2.367], [-1.960, 1.376, 2.715], [-5.317, -1.350, -1.604], [-3.096, -0.155, 3.657], [0.548, 4.066, 1.786], [-2.019, 0.482, 3.475], [-2.742, 3.392, -2.904], [1.445, -2.463, -4.088], [1.843, -2.528, -3.162], [-4.851, -2.228, -1.782], [1.191, -2.635, -2.074], [-3.070, -3.519, -2.034], [-3.241, 0.316, -4.171], [-0.378, 0.774, 4.166], [-0.003, -2.306, -1.863], [-1.160, 0.175, 4.390], [1.775, 4.221, 1.404], [-3.150, 2.451, -0.019], [-0.566, -3.174, 1.802], [-5.648, -0.970, -5.628], [-0.463, 0.254, -0.143], [-3.577, -3.989, -2.771], [-1.410, 3.284, -1.013], [-1.558, -3.180, 0.910], [4.712, 0.297, -0.199], [-1.424, -2.774, -0.005], [3.262, 1.510, -1.037], [3.595, 3.392, -1.070], [2.168, 4.911, 0.456], [2.798, -2.841, -3.065], [2.842, -3.273, -1.267], [-4.264, 2.890, -2.221], [-3.079, -1.023, 4.173], [2.023, 1.605, -1.290], [0.182, 2.308, -3.369], [-0.248, -3.175, 3.759], [6.327, -2.007, 3.308], [-1.811, -3.850, 3.290], [-3.887, 0.374, -6.186], [0.522, 3.457, 2.591], [-4.691, -0.200, -5.360], [-3.273, 1.097, -5.840], [-1.836, 1.494, -4.045], [4.063, 2.504, -0.952], [4.418, -1.626, 2.746], [1.615, 1.719, 3.933], [-2.365, -3.722, 1.183], [-0.214, 2.986, -2.734], [4.238, 1.504, 5.651]]}

***

(2)
{"formula": "C23H27N3O7S", "method": "wB97M-V/def2-TZVPD", "smiles": "CCCNC(=O)NC(=O)COC(=O)c1ccc(OC)c(S(=O)(=O)N2CCCc3ccccc32)c1", "relative_energy_kcal_mol": 0.0, "energy_ev": -53928.5840, "max_force_ev_per_a": 1.193, "molar_mass_g_mol": 489.550, "gap_ev": 8.51, "species": ["H", "C", "H", "C", "C", "C", "C", "H", "H", "C", "H", "C", "H", "H", "C", "C", "H", "O", "H", "O", "H", "H", "O", "O", "C", "H", "C", "N", "N", "H", "O", "H", "H", "H", "H", "H", "H", "C", "H", "C", "C", "C", "S", "H", "O", "C", "N", "H", "C", "C", "H", "O", "H", "C", "C", "C", "H", "H", "C", "H", "C"], "positions_angstrom": [[-1.609, 2.849, 0.604], [3.611, -5.445, -2.328], [3.014, -7.140, -1.124], [1.975, -5.407, -0.438], [0.423, -3.563, -0.342], [0.095, -5.465, 1.079], [2.006, 1.038, -1.526], [-0.960, -1.128, -2.709], [1.551, -7.018, 0.889], [-0.311, -4.221, 0.626], [4.711, 0.744, -2.311], [3.620, -3.929, -2.162], [-2.774, 6.270, 6.328], [-4.198, 4.466, 2.189], [-3.493, 6.198, 4.294], [-3.597, 6.666, 5.739], [-4.531, 6.329, 6.183], [-2.728, 0.651, -2.156], [4.565, 0.154, -0.628], [0.166, -3.295, -3.269], [-2.685, 4.239, 4.737], [4.596, -5.797, -2.636], [-4.412, 4.247, 0.296], [3.429, -0.869, -2.037], [4.587, -0.141, -1.682], [5.420, -0.821, -1.850], [3.204, -6.072, -1.000], [-3.456, 4.216, 2.835], [-2.433, 3.329, 0.948], [-0.472, -5.982, 1.838], [2.305, -2.517, -4.195], [4.023, -5.969, -0.280], [3.927, -3.425, -3.077], [2.889, -5.704, -3.104], [-4.462, 4.297, 4.647], [-3.852, 2.463, -1.684], [-2.557, 6.553, 3.857], [1.564, -4.147, -0.885], [0.113, -2.593, -0.693], [0.724, 1.551, -1.499], [-2.365, 3.628, 2.339], [-3.083, 3.184, -1.378], [1.436, -2.668, -3.066], [4.290, -3.639, -1.344], [-1.366, 3.317, 2.944], [-3.388, 3.646, 0.045], [2.290, -3.451, -1.855], [-1.198, -3.757, 1.031], [-3.534, 4.671, 4.203], [-0.138, -0.514, -2.373], [-4.317, 6.614, 3.710], [-1.801, 2.592, -1.497], [-3.565, 7.752, 5.790], [1.232, -6.044, 0.546], [-1.749, 1.293, -1.884], [1.136, -1.024, -2.398], [2.825, 1.656, -1.195], [0.566, 2.561, -1.153], [2.233, -0.265, -1.977], [-3.133, 4.052, -2.043], [-0.363, 0.786, -1.916]]}

***

(3)
{"formula": "CH5NOP2", "method": "wB97M-V/def2-TZVPD", "smiles": "P=[PH3].N=C=O", "relative_energy_kcal_mol": 46.2, "energy_ev": -23230.4556, "max_force_ev_per_a": 3.184, "molar_mass_g_mol": 109.005, "gap_ev": 8.16, "species": ["N", "P", "H", "O", "H", "C", "P", "H", "H", "H"], "positions_angstrom": [[-0.271, -0.283, -1.766], [0.239, 0.465, 1.668], [0.845, 1.701, 1.972], [0.293, 0.201, -3.954], [-2.223, -0.506, 1.801], [0.117, -0.064, -2.854], [-1.055, -1.036, 2.189], [1.402, -0.288, 1.782], [0.478, 0.630, 0.226], [0.175, -0.821, -1.064]]}

***

(4)
{"formula": "C4H10AlBBr12IO6P2", "method": "wB97M-V/def2-TZVPD", "charge": -1, "energy_ev": -891065.5464, "max_force_ev_per_a": 0.674, "molar_mass_g_mol": 1339.612, "gap_ev": 6.37, "species": ["C", "H", "O", "Br", "P", "H", "P", "B", "H", "Br", "H", "I", "Br", "O", "Br", "O", "O", "C", "Br", "Br", "H", "H", "H", "O", "Al", "O", "H", "Br", "Br", "Br", "C", "Br", "Br", "H", "H", "Br", "C"], "positions_angstrom": [[-0.171, 3.832, 6.380], [0.780, -3.471, 0.050], [-3.508, -1.917, -1.134], [1.700, -3.410, 2.347], [-1.861, -2.109, -0.900], [1.552, 0.120, -2.591], [-2.208, 1.496, 0.854], [1.828, -0.371, -0.680], [-2.612, 2.397, -1.126], [2.939, -4.645, -0.308], [-2.354, -2.438, 1.272], [-0.309, 2.902, 1.658], [1.444, 2.863, 5.991], [0.662, -0.264, -0.004], [-4.894, 2.648, -6.205], [-1.782, -2.833, 0.607], [2.847, -1.185, -0.161], [5.681, -1.324, -1.227], [6.854, -2.618, -0.410], [6.055, 0.456, -0.624], [-0.360, 3.727, 7.439], [2.647, -1.401, 0.756], [-3.905, -1.283, -0.529], [-2.963, 2.501, -0.233], [-0.945, 0.076, -0.641], [2.153, 0.290, -1.864], [-0.929, 0.750, -2.112], [0.185, -5.739, 0.842], [-1.670, 3.109, 5.436], [5.735, -1.454, -3.145], [-4.765, 2.291, -4.315], [0.045, 5.715, 6.033], [-2.957, 1.959, -3.773], [-5.327, 1.387, -4.127], [4.669, -1.545, -0.911], [-5.575, 3.692, -3.279], [1.320, -4.206, 0.635]]}